Record 1
This record from the Open Molecules 2025 dataset describes C3H5N3 in the gas phase. The level of theory is the ωB97M-V functional and the def2-TZVPD basis.

```
! wB97M-V def2-TZVPD RIJCOSX def2/J DEFGRID3
* xyz 0 1
N -1.839 -0.375 -0.202
C -0.576 0.065 -0.330
C 0.753 -0.652 0.111
N 1.837 0.067 -0.255
N 1.311 1.326 -0.280
C 0.138 0.905 0.493
H -2.510 0.120 0.370
H -2.232 -0.985 -0.903
H 0.739 -1.658 0.518
H 2.516 -0.210 -0.955
H -0.137 1.398 1.434
*
```

Calculated values
E_LUMO (spin up / spin down) (eV): 0.76 / 0.70
HOMO-LUMO gap (spin up / spin down) (eV): 7.2 / 7.7
ΔE to the lowest compared entry with this formula, charge and spin (kcal per mole): 143.1

***

Record 2
This record from the Open Molecules 2025 dataset describes a molecular structure, C7H10. The level of theory is the ωB97M-V functional and the def2-TZVPD basis.

```
! wB97M-V def2-TZVPD RIJCOSX def2/J DEFGRID3
* xyz 0 1
C -2.022 0.527 -0.392
C -1.205 -0.621 -0.914
C 0.104 -0.619 -1.180
C 1.042 0.545 -0.983
C 1.620 0.628 0.423
C 1.156 -0.161 1.366
C 0.412 -0.945 2.148
H -2.907 0.695 -1.020
H -2.379 0.302 0.622
H -1.452 1.460 -0.340
H -1.756 -1.550 -1.073
H 0.567 -1.548 -1.516
H 0.543 1.495 -1.209
H 1.878 0.468 -1.693
H 2.414 1.339 0.608
H 1.129 -0.088 2.789
H 0.857 -1.926 2.363
*
```

Calculated values
E_LUMO (eV): 0.95
HOMO-LUMO gap (eV): 9.0
ΔE to the lowest compared entry with this formula, charge and spin (kcal per mole): 110.7

***

Record 3
This record from the Open Molecules 2025 dataset describes 2 unconnected molecules or ions with the total composition C5H8ClNO4. The level of theory is the ωB97M-V functional and the def2-TZVPD basis.

```
! wB97M-V def2-TZVPD RIJCOSX def2/J DEFGRID3
* xyz 0 1
C -0.650 -0.841 -0.902
C -0.993 -0.534 -2.307
C 0.237 1.637 1.993
C 1.327 -1.226 0.322
C 1.482 1.333 1.255
N 1.578 1.369 -0.169
O -1.363 -0.663 0.082
O 2.666 1.511 -0.693
O 0.519 1.248 -0.717
O 0.653 -1.233 -0.852
Cl 2.954 1.243 2.154
H -1.738 -1.221 -2.674
H -0.174 -0.716 -2.973
H -1.321 0.410 -2.204
H -0.509 2.303 1.292
H 0.595 2.112 2.874
H -0.466 0.848 2.200
H 2.414 -1.496 0.316
H 0.739 -1.289 1.232
*
```

Calculated values
E_LUMO (spin up / spin down) (eV): -0.35 / -1.45
HOMO-LUMO gap (spin up / spin down) (eV): 8.5 / 7.0
ΔE to the lowest compared entry with this formula, charge and spin (kcal per mole): 107.7

***

Record 4
This record from the Open Molecules 2025 dataset describes 23 unconnected molecules or ions with the total composition C78H102N12O24. The level of theory is the ωB97M-V functional and the def2-TZVPD basis.

```
! wB97M-V def2-TZVPD RIJCOSX def2/J DEFGRID3
* xyz 0 1
C -6.293 -0.544 -3.218
N -6.297 -1.056 -4.610
O -5.951 -0.275 -5.494
O -6.594 -2.217 -4.862
H -5.537 -1.091 -2.754
H -7.302 -0.783 -2.821
H -5.872 0.439 -3.197
C -4.138 -3.695 -5.376
N -4.700 -4.132 -4.082
O -5.175 -5.229 -4.077
O -4.708 -3.364 -3.100
H -3.170 -4.170 -5.346
H -4.029 -2.589 -5.357
H -4.749 -4.089 -6.184
C -3.415 0.102 -0.060
N -3.326 -0.814 1.133
O -2.493 -0.652 2.016
O -4.089 -1.785 1.190
H -2.558 0.836 0.185
H -4.423 0.480 -0.028
H -3.186 -0.426 -0.983
C 1.579 4.879 -3.485
N 1.555 6.285 -3.147
O 2.637 6.904 -3.193
O 0.460 6.752 -2.885
H 0.652 4.699 -3.925
H 1.697 4.292 -2.567
H 2.462 4.669 -4.125
C -2.643 1.334 4.548
N -3.275 2.416 5.346
O -4.487 2.439 5.381
O -2.527 3.275 5.799
H -1.785 0.963 5.145
H -2.408 1.760 3.576
H -3.460 0.562 4.482
C 1.646 -2.584 5.069
N 1.329 -1.408 4.179
O 1.546 -1.644 3.029
O 0.726 -0.425 4.586
H 0.948 -3.328 4.775
H 1.589 -2.203 6.089
H 2.702 -2.748 4.855
C -2.477 4.282 -1.697
N -2.521 4.173 -3.164
O -1.538 3.506 -3.558
O -3.382 4.642 -3.820
H -2.309 3.331 -1.261
H -3.461 4.695 -1.369
H -1.659 4.882 -1.463
C 3.585 -1.560 -1.396
N 4.299 -2.862 -1.438
O 3.814 -3.844 -0.888
O 5.348 -2.970 -2.055
H 3.919 -1.031 -2.275
H 3.982 -1.031 -0.514
H 2.571 -1.759 -1.461
C -2.465 4.868 3.240
N -2.228 4.324 1.852
O -2.628 3.206 1.633
O -1.764 5.088 1.026
H -2.199 5.910 3.342
H -1.836 4.308 3.916
H -3.471 4.659 3.342
C -3.653 -4.919 -0.539
N -2.500 -4.344 -1.266
O -1.787 -3.556 -0.639
O -2.327 -4.719 -2.365
H -3.492 -4.639 0.543
H -3.662 -5.997 -0.658
H -4.577 -4.470 -0.886
C -2.922 0.982 -5.206
N -3.296 0.627 -3.823
O -3.636 1.471 -3.064
O -3.194 -0.517 -3.442
H -3.836 1.364 -5.665
H -2.556 0.090 -5.664
H -2.256 1.824 -5.295
C 1.718 7.963 0.061
N 2.263 6.527 -0.187
O 1.475 5.599 0.019
O 3.400 6.482 -0.509
H 0.789 7.768 0.500
H 1.638 8.493 -0.886
H 2.452 8.399 0.741
C -7.328 1.116 0.974
C -6.531 1.311 2.032
C -5.561 2.295 1.976
C -5.519 3.127 0.905
C -6.336 2.889 -0.197
C -7.267 1.853 -0.212
H -8.058 0.341 1.118
H -6.689 0.654 2.957
H -4.942 2.556 2.832
H -4.823 3.948 0.875
H -6.220 3.499 -1.055
H -7.971 1.699 -0.975
C 5.775 2.852 -2.594
C 5.285 2.609 -3.855
C 4.036 2.087 -4.060
C 3.302 1.580 -2.997
C 3.753 1.839 -1.693
C 4.970 2.491 -1.524
H 6.624 3.391 -2.418
H 6.001 2.839 -4.620
H 3.730 1.769 -5.074
H 2.435 0.944 -3.117
H 3.216 1.488 -0.837
H 5.240 2.910 -0.591
C 0.858 -4.344 -6.061
C 1.761 -4.849 -5.082
C 1.636 -4.423 -3.798
C 0.648 -3.559 -3.449
C -0.272 -3.093 -4.344
C -0.146 -3.444 -5.688
H 0.967 -4.702 -7.074
H 2.600 -5.462 -5.326
H 2.248 -4.760 -2.992
H 0.523 -3.224 -2.428
H -1.032 -2.409 -4.092
H -0.981 -3.151 -6.340
C -0.045 -0.413 -1.047
C 0.077 0.796 -1.729
C 0.319 1.973 -1.025
C 0.561 1.922 0.345
C 0.528 0.729 1.049
C 0.246 -0.442 0.345
H -0.373 -1.291 -1.552
H -0.102 0.878 -2.739
H 0.269 2.933 -1.534
H 0.646 2.909 0.877
H 0.784 0.746 2.099
H 0.104 -1.376 0.830
C 5.623 -1.407 1.648
C 5.217 -0.153 2.202
C 6.003 0.975 2.141
C 7.235 0.904 1.469
C 7.594 -0.281 0.872
C 6.809 -1.462 0.942
H 5.092 -2.332 1.929
H 4.412 -0.229 2.923
H 5.712 1.957 2.579
H 8.000 1.766 1.415
H 8.511 -0.365 0.258
H 7.206 -2.386 0.591
C 3.469 3.908 2.549
C 4.305 4.642 3.384
C 4.479 4.216 4.710
C 3.944 3.054 5.182
C 3.207 2.303 4.280
C 2.913 2.758 3.038
H 3.228 4.412 1.592
H 4.770 5.601 3.122
H 5.107 4.783 5.380
H 4.168 2.730 6.181
H 2.790 1.378 4.677
H 2.246 2.226 2.371
C -0.986 0.845 -8.714
C -0.512 -0.387 -8.189
C 0.110 -0.387 -6.940
C 0.238 0.820 -6.219
C -0.029 1.985 -6.828
C -0.663 2.014 -8.017
H -1.499 0.854 -9.694
H -0.811 -1.327 -8.604
H 0.308 -1.335 -6.415
H 0.649 0.810 -5.207
H 0.059 2.983 -6.307
H -0.903 2.966 -8.519
C -2.461 -4.081 5.617
C -1.488 -5.000 5.885
C -0.468 -5.375 4.968
C -0.470 -4.715 3.710
C -1.470 -3.797 3.472
C -2.414 -3.427 4.371
H -3.216 -3.710 6.382
H -1.547 -5.488 6.840
H 0.322 -6.141 5.225
H 0.273 -4.955 2.928
H -1.432 -3.254 2.535
H -3.057 -2.630 4.055
C 0.748 6.698 3.974
C 0.777 5.625 4.866
C -0.213 5.454 5.843
C -1.280 6.372 5.934
C -1.274 7.501 5.125
C -0.210 7.705 4.186
H 1.401 6.810 3.193
H 1.554 4.895 4.760
H -0.261 4.534 6.389
H -1.954 6.210 6.750
H -1.916 8.290 5.395
H -0.222 8.617 3.515
C -0.140 -6.264 0.413
C 0.712 -6.595 -0.685
C 1.284 -7.910 -0.689
C 1.016 -8.834 0.308
C 0.146 -8.477 1.339
C -0.478 -7.228 1.361
H -0.484 -5.223 0.535
H 0.759 -5.922 -1.466
H 1.858 -8.152 -1.595
H 1.366 -9.822 0.214
H -0.209 -9.211 2.021
H -1.131 -6.943 2.196
C 2.608 -6.948 3.684
C 2.933 -6.632 4.983
C 3.902 -5.680 5.236
C 4.459 -4.972 4.159
C 3.956 -5.200 2.837
C 3.172 -6.297 2.603
H 1.803 -7.658 3.500
H 2.452 -7.141 5.799
H 4.251 -5.330 6.207
H 5.310 -4.374 4.346
H 4.391 -4.659 2.028
H 2.842 -6.619 1.609
*
```

Calculated values
E_LUMO (eV): 0.02
HOMO-LUMO gap (eV): 9.1

***

Record 5
This record from the Open Molecules 2025 dataset describes a molecular structure, C52H50BrIKN7O4Si. The level of theory is the ωB97M-V functional and the def2-TZVPD basis.

```
! wB97M-V def2-TZVPD RIJCOSX def2/J DEFGRID3
* xyz -2 1
K 1.966 2.355 0.126
C 4.651 1.155 -4.254
O 4.606 -0.179 -3.706
C 3.726 -0.110 -2.662
N 3.130 0.974 -2.440
C 3.556 1.930 -3.475
C 2.439 2.360 -4.397
C 2.653 3.462 -5.223
C 1.687 3.856 -6.131
C 0.485 3.159 -6.217
C 0.265 2.069 -5.390
C 1.241 1.668 -4.485
C 3.549 -1.407 -1.962
C 3.531 -2.554 -2.752
C 3.255 -3.761 -2.147
C 3.064 -3.786 -0.779
C 3.168 -2.595 -0.067
N 3.380 -1.414 -0.644
C 3.094 -2.658 1.414
N 3.189 -1.723 2.252
C 3.169 -2.335 3.588
C 2.883 -3.827 3.310
O 2.952 -3.939 1.886
C 2.210 -1.685 4.563
C 1.639 -2.440 5.585
C 0.804 -1.846 6.521
C 0.539 -0.487 6.446
C 1.116 0.272 5.438
C 1.953 -0.319 4.500
H 4.433 1.094 -5.319
H 5.654 1.557 -4.108
H 3.948 2.819 -2.978
H 3.567 4.037 -5.119
H 1.856 4.729 -6.750
H -0.288 3.484 -6.904
H -0.676 1.535 -5.422
H 1.055 0.825 -3.828
H 3.693 -2.470 -3.816
H 3.183 -4.669 -2.733
H 2.853 -4.704 -0.252
H 4.176 -2.214 4.003
H 1.888 -4.127 3.637
H 3.626 -4.495 3.746
H 1.845 -3.502 5.667
H 0.362 -2.447 7.308
H -0.122 -0.023 7.169
H 0.916 1.332 5.370
H 2.401 0.281 3.715
Br -2.464 2.969 1.063
C -1.349 3.593 2.476
C -1.939 4.273 3.530
C -1.093 4.745 4.521
C 0.267 4.509 4.419
C 0.750 3.800 3.325
N -0.064 3.359 2.356
C 2.258 3.456 3.246
O 2.951 3.904 4.172
O 2.586 2.734 2.277
H -3.008 4.428 3.557
H -1.498 5.294 5.364
H 0.981 4.841 5.160
I 2.794 5.271 -1.860
C -2.921 4.140 -3.617
C -3.699 2.987 -3.629
C -3.218 1.816 -3.053
C -1.956 1.754 -2.445
C -1.203 2.934 -2.450
C -1.665 4.110 -3.027
Si -1.185 0.195 -1.603
C -2.739 -0.822 -1.078
C -2.712 -2.225 -1.046
C -3.802 -2.981 -0.634
C -4.983 -2.358 -0.246
C -5.038 -0.970 -0.252
C -3.933 -0.223 -0.642
C -0.749 -0.919 -3.140
C 0.274 -1.869 -3.041
C 0.603 -2.715 -4.096
C -0.072 -2.618 -5.305
C -1.088 -1.679 -5.438
C -1.420 -0.856 -4.369
H -3.295 5.055 -4.063
H -4.683 3.002 -4.087
H -3.846 0.929 -3.073
H -0.211 2.931 -2.007
H -1.034 4.992 -3.017
H -1.812 -2.741 -1.370
H -3.738 -4.065 -0.630
H -5.842 -2.944 0.062
H -5.948 -0.463 0.054
H -4.002 0.859 -0.626
H 0.827 -1.937 -2.107
H 1.397 -3.446 -3.979
H 0.192 -3.264 -6.135
H -1.622 -1.590 -6.378
H -2.224 -0.137 -4.493
C -3.972 -1.384 3.256
N -2.744 -0.895 3.874
C -2.942 0.408 4.494
C -1.616 -0.952 3.027
N -0.969 0.104 2.749
N -1.335 -2.229 2.550
C -0.311 -2.342 1.536
C -1.495 -3.388 3.398
H -3.849 -2.401 2.888
H -4.274 -0.758 2.409
H -4.769 -1.376 4.003
H -3.266 1.166 3.769
H -2.008 0.749 4.932
H -3.703 0.305 5.271
H -0.103 -0.072 2.251
H 0.702 -2.232 1.954
H -0.453 -1.580 0.767
H -0.388 -3.324 1.065
H -2.050 -3.115 4.291
H -0.517 -3.783 3.705
H -2.033 -4.187 2.875
*
```

Calculated values
E_LUMO (eV): 3.65
HOMO-LUMO gap (eV): 5.0
ΔE to the lowest compared entry with this formula, charge and spin (kcal per mole): 13.0

***

Record 6
This record from the Open Molecules 2025 dataset describes 2 unconnected molecules or ions with the total composition C3H4N2Si. The level of theory is the ωB97M-V functional and the def2-TZVPD basis.

```
! wB97M-V def2-TZVPD RIJCOSX def2/J DEFGRID3
* xyz 0 1
C 2.299 -0.216 -0.062
C -2.447 -0.035 0.032
C 1.308 -1.164 0.106
N 2.878 0.790 -0.201
N -3.311 -0.786 0.160
Si -0.990 1.128 -0.086
H 1.158 -1.659 1.001
H 0.761 -1.392 -0.763
H -0.846 1.527 -1.397
H -0.809 1.807 1.209
*
```

Calculated values
E_LUMO (spin up / spin down) (eV): -1.61 / -1.74
HOMO-LUMO gap (spin up / spin down) (eV): 8.1 / 6.7
ΔE to the lowest compared entry with this formula, charge and spin (kcal per mole): 67.6

***

Record 7
This record from the Open Molecules 2025 dataset describes C4H9N3 in the gas phase. The level of theory is the ωB97M-V functional and the def2-TZVPD basis.

```
! wB97M-V def2-TZVPD RIJCOSX def2/J DEFGRID3
* xyz 0 1
C 0.865 -0.835 0.389
C 0.385 0.528 -0.138
N 0.605 -1.237 1.596
N 1.371 0.814 -1.214
C -1.024 0.449 -0.683
C -1.871 -0.577 -0.650
N 0.552 1.460 0.916
H 1.562 -1.434 -0.190
H 1.016 -2.063 2.003
H 0.101 -0.580 2.190
H 0.964 0.699 -2.135
H 1.650 1.779 -1.083
H -0.356 1.615 1.355
H -1.337 1.410 -1.088
H -1.599 -1.546 -0.248
H -2.884 -0.482 -1.022
*
```

Calculated values
E_LUMO (spin up / spin down) (eV): 0.00 / 0.00
HOMO-LUMO gap (spin up / spin down) (eV): 6.8 / 6.8
ΔE to the lowest compared entry with this formula, charge and spin (kcal per mole): 89.8

***

Record 8
This record from the Open Molecules 2025 dataset describes a molecular structure, C3H5O3Tb. The level of theory is the ωB97M-V functional and the def2-TZVPD basis.

```
! wB97M-V def2-TZVPD RIJCOSX def2/J DEFGRID3
* xyz 2 7
Tb -1.994 0.038 1.673
O -2.485 0.236 -0.452
O -0.436 0.985 -0.385
C 0.929 0.486 -0.352
C 0.977 -0.519 0.809
O -0.314 -1.042 0.956
C -1.344 0.176 -0.951
H 1.064 -0.084 -1.281
H 1.647 1.310 -0.299
H 1.414 -0.037 1.699
H 1.687 -1.319 0.538
H -1.145 -0.231 -1.954
*
```

Calculated values
E_LUMO (spin up / spin down) (eV): -10.59 / -10.41
HOMO-LUMO gap (spin up / spin down) (eV): 8.8 / 9.0
ΔE to the lowest compared entry with this formula, charge and spin (kcal per mole): 0.0

***

Record 9
This record from the Open Molecules 2025 dataset describes a molecular structure, C25H19Cl3CoGeN3O5. The level of theory is the ωB97M-V functional and the def2-TZVPD basis.

```
! wB97M-V def2-TZVPD RIJCOSX def2/J DEFGRID3
* xyz 1 6
Co 11.326 12.556 10.312
O 19.369 2.349 14.415
C 18.979 2.542 13.327
O 18.707 2.995 12.327
C 15.215 10.196 11.461
C 14.696 10.995 12.316
C 13.442 11.571 12.003
N 12.955 11.505 10.793
C 13.602 10.761 9.822
C 14.669 10.085 10.189
C 12.912 10.729 8.524
C 13.391 9.965 7.506
C 12.677 9.985 6.358
C 11.440 10.642 6.292
C 11.051 11.370 7.381
N 11.858 11.463 8.465
C 12.742 12.485 12.970
C 13.080 12.722 14.265
C 12.423 13.635 15.087
C 11.342 14.344 14.588
C 11.088 14.151 13.197
N 11.630 13.124 12.445
H 15.261 11.377 13.128
H 15.269 9.691 9.329
H 14.511 9.716 7.566
H 13.182 9.557 5.502
H 10.904 10.784 5.346
H 10.092 11.907 7.457
H 13.844 12.129 14.791
H 12.666 13.738 16.059
H 10.900 15.178 15.074
H 10.341 14.710 12.623
C 5.632 16.411 7.045
O 6.694 16.470 8.069
C 6.995 15.163 8.478
C 6.229 14.106 8.488
C 6.679 12.914 9.115
C 8.011 12.794 9.390
C 8.296 11.510 10.075
C 7.496 10.316 10.006
O 9.360 11.363 10.590
C 8.815 13.846 9.405
O 9.989 13.808 9.865
C 8.304 15.067 8.785
H 5.594 17.490 6.622
H 4.781 16.202 7.574
H 6.178 15.690 6.335
H 5.363 13.932 7.813
H 5.838 12.253 9.317
H 6.528 10.319 10.538
H 8.135 9.494 10.322
H 7.459 10.045 8.963
H 9.014 15.893 8.901
Cl 11.645 8.055 10.106
Ge 10.901 8.734 11.975
Cl 12.481 8.466 13.427
Cl 9.301 7.430 12.845
*
```

Calculated values
E_LUMO (spin up / spin down) (eV): -3.95 / -5.16
HOMO-LUMO gap (spin up / spin down) (eV): 6.2 / 5.0
ΔE to the lowest compared entry with this formula, charge and spin (kcal per mole): 111.2